# C78H222N31O9P9

A 13-piece molecular cluster, C78H222N31O9P9 overall at a distorted geometry (ωB97M-V/def2-TZVPD, the OMol25 dataset).

Each line ends with the Löwdin charge.
Positions of all 349 atoms, in Å:
O  -4.2258  6.8286  3.2473  -0.267
P  -3.6684  5.4921  3.1989  0.523
N  -2.1084  5.2678  3.9123  -0.308
C  -0.8299  4.9932  3.3097  -0.106
C  -2.0448  5.4705  5.2841  -0.171
N  -3.4714  5.0430  1.6176  -0.296
C  -2.9862  3.7572  1.1068  -0.117
C  -3.4997  6.0849  0.6005  -0.100
N  -4.6855  4.4177  3.9601  -0.272
C  -4.1153  3.1008  4.3438  -0.079
C  -6.0059  4.8143  4.2541  -0.142
H  -0.8342  4.1908  2.5715  0.031
H  -0.0804  4.6069  4.0443  0.085
H  -0.4237  5.8484  2.7449  0.091
H  -1.8653  4.5359  5.8613  0.062
H  -2.9504  5.8886  5.6687  0.075
H  -1.1191  6.0458  5.5447  0.101
H  -3.6396  3.2305  0.3088  0.089
H  -2.0506  3.9320  0.5231  0.069
H  -2.6844  3.0728  1.9557  0.078
H  -4.0354  5.6920  -0.2629  0.047
H  -3.9486  6.9981  1.0015  0.076
H  -2.5314  6.3596  0.1917  0.079
H  -3.0274  3.1592  4.4064  0.052
H  -4.4492  2.7303  5.2963  0.084
H  -4.1790  2.3549  3.5499  0.053
H  -6.1135  5.0406  5.3223  0.090
H  -6.6804  3.9977  4.1262  0.060
H  -6.4014  5.6057  3.6738  0.071
O  4.9719  -6.2377  -0.0945  -0.271
P  4.9219  -5.4600  1.1404  0.466
N  6.0553  -4.3188  1.4274  -0.291
C  5.9602  -3.0893  0.6385  -0.092
C  7.4455  -4.7256  1.6621  -0.086
N  5.2166  -6.4482  2.5023  -0.306
C  5.4471  -5.9479  3.7914  -0.183
C  4.8637  -7.8754  2.4002  -0.077
N  3.4657  -4.7654  1.2754  -0.272
C  2.5660  -4.4821  0.1855  -0.112
C  3.3528  -3.8205  2.3902  -0.098
H  4.9951  -3.0661  0.1126  0.071
H  6.6670  -3.0312  -0.1835  0.081
H  6.0795  -2.1782  1.2380  0.070
H  7.4502  -5.6386  2.2362  0.070
H  8.0432  -3.9561  2.1482  0.085
H  7.9154  -4.8565  0.7263  0.070
H  5.8995  -4.9621  3.7956  0.072
H  4.5074  -5.9901  4.3795  0.088
H  6.1721  -6.4925  4.3916  0.081
H  3.8353  -8.0487  2.7208  0.058
H  5.0778  -8.1698  1.3661  0.080
H  5.4612  -8.3905  3.1344  0.071
H  2.8053  -5.2497  -0.5694  0.090
H  1.5353  -4.5815  0.5520  0.065
H  2.7544  -3.4787  -0.1992  0.057
H  3.5783  -2.7929  2.1437  0.066
H  3.8980  -4.0859  3.2534  0.044
H  2.3301  -3.7500  2.7212  0.071
O  -5.5974  1.7090  -1.0720  -0.287
P  -6.6824  2.6167  -1.4534  0.579
N  -6.2598  3.5680  -2.8183  -0.299
C  -7.1752  4.3716  -3.6093  -0.111
C  -4.9413  4.1272  -2.5664  -0.139
N  -7.1371  3.5576  -0.0988  -0.283
C  -7.9873  4.7209  -0.1466  -0.119
C  -6.4267  3.3404  1.2083  -0.079
N  -8.1692  1.9510  -1.9522  -0.305
C  -9.1677  1.3549  -1.0566  -0.106
C  -8.1436  1.1914  -3.2078  -0.103
H  -8.1438  3.8710  -3.5891  0.062
H  -6.7588  4.5428  -4.6465  0.107
H  -7.3211  5.2889  -3.0410  0.072
H  -4.5261  4.6407  -3.4300  0.079
H  -4.3251  3.2766  -2.2757  0.056
H  -4.9316  4.9785  -1.8520  0.070
H  -8.6762  4.5561  -0.9807  0.076
H  -8.6119  4.8204  0.7727  0.094
H  -7.4728  5.6288  -0.2150  0.057
H  -7.1718  3.6040  1.9963  0.074
H  -6.2739  2.2828  1.4069  0.074
H  -5.5334  3.9304  1.3411  0.044
H  -9.0438  0.2876  -0.9456  0.073
H  -9.0612  1.7406  -0.0525  0.068
H  -10.1708  1.6981  -1.3609  0.094
H  -7.3872  0.3483  -3.0856  0.086
H  -7.9493  1.8268  -4.0463  0.054
H  -9.1183  0.7245  -3.2809  0.077
O  -5.7882  -5.4777  -0.3775  -0.260
P  -6.3274  -4.1570  -0.6109  0.492
N  -7.9256  -4.0055  -0.2055  -0.312
C  -8.2832  -4.0855  1.1984  -0.115
C  -8.8517  -4.7713  -1.1017  -0.088
N  -6.2726  -3.7128  -2.2308  -0.285
C  -5.3418  -4.4659  -3.0319  -0.139
C  -6.3747  -2.3156  -2.6422  -0.118
N  -5.5042  -3.0101  0.3206  -0.283
C  -4.2636  -3.2608  0.9806  -0.113
C  -6.0869  -1.6653  0.4701  -0.116
H  -9.4033  -4.0567  1.2923  0.094
H  -7.7431  -3.3283  1.7935  0.070
H  -7.9040  -5.0419  1.5955  0.085
H  -8.6131  -5.8282  -1.1334  0.076
H  -8.8759  -4.3975  -2.1240  0.070
H  -9.8470  -4.6299  -0.6291  0.080
H  -5.6200  -4.4590  -4.0887  0.078
H  -4.2699  -4.1294  -3.0698  0.083
H  -5.3043  -5.4883  -2.6697  0.069
H  -7.3216  -1.8748  -2.2808  0.071
H  -5.5259  -1.6835  -2.3616  0.070
H  -6.4354  -2.2952  -3.7400  0.087
H  -4.3592  -3.5223  2.0639  0.081
H  -3.6378  -4.0652  0.5670  0.067
H  -3.6300  -2.3310  0.9501  0.071
H  -5.4194  -0.7975  0.1334  0.076
H  -6.2372  -1.4527  1.5654  0.095
H  -6.9521  -1.6482  -0.1396  0.031
O  1.0133  -4.6557  -4.8075  -0.291
P  -0.4594  -4.5502  -4.6691  0.524
N  -1.0349  -3.2154  -5.4708  -0.305
C  -0.3503  -2.8940  -6.7429  -0.087
C  -1.7999  -2.1259  -4.8661  -0.122
N  -1.0257  -4.3735  -3.0739  -0.268
C  -1.6000  -5.5294  -2.3220  -0.105
C  -0.0876  -3.6386  -2.2032  -0.099
N  -1.3485  -5.7907  -5.3915  -0.292
C  -2.7506  -5.5624  -5.7089  -0.115
C  -0.8785  -7.1632  -5.0783  -0.112
H  -1.1011  -2.6453  -7.4665  0.073
H  0.0745  -3.8465  -7.0235  0.061
H  0.5398  -2.1979  -6.6599  0.090
H  -2.1551  -2.3925  -3.8504  0.073
H  -2.6659  -1.7825  -5.3634  0.040
H  -1.1063  -1.3066  -4.8224  0.074
H  -2.2340  -5.2207  -1.4372  0.079
H  -2.2001  -6.1553  -2.9639  0.045
H  -0.8292  -6.1920  -1.8705  0.088
H  -0.4293  -3.7826  -1.2065  0.050
H  0.9336  -4.0709  -2.2775  0.078
H  -0.1572  -2.5628  -2.4292  0.063
H  -3.0215  -4.5115  -5.6379  0.066
H  -3.0044  -5.9479  -6.7048  0.082
H  -3.4284  -6.1326  -5.0678  0.069
H  -0.6767  -7.7286  -5.9924  0.074
H  -1.5327  -7.7304  -4.3883  0.078
H  0.1530  -7.0920  -4.6308  0.088
O  0.0869  -0.6600  5.1876  -0.322
P  1.0818  0.2006  5.9512  0.578
N  1.4553  -0.7049  7.3424  -0.302
C  1.6636  -2.1564  7.3259  -0.117
C  2.1576  -0.0829  8.4442  -0.134
N  0.3433  1.6278  6.5218  -0.302
C  1.1953  2.7187  7.0061  -0.130
C  -1.0738  1.6673  6.8625  -0.089
N  2.4216  0.7799  5.1606  -0.281
C  3.5321  -0.2068  4.9018  -0.072
C  1.9768  1.6104  4.0433  -0.121
H  0.9127  -2.7260  6.7897  0.052
H  1.5033  -2.4934  8.3463  0.075
H  2.6874  -2.4537  6.9431  0.093
H  2.1077  1.0107  8.3409  0.045
H  3.2118  -0.4260  8.6117  0.091
H  1.6195  -0.3207  9.4218  0.101
H  0.7193  3.6584  6.6880  0.078
H  1.2360  2.7828  8.0760  0.064
H  2.1526  2.6432  6.4796  0.073
H  -1.1600  2.0464  7.9322  0.104
H  -1.6036  2.4249  6.2761  0.043
H  -1.5297  0.7173  6.6164  0.071
H  3.0768  -1.1991  4.7548  0.065
H  4.0372  -0.0540  3.8861  0.072
H  4.2574  -0.1589  5.7244  0.081
H  1.3756  1.0892  3.3686  0.023
H  2.8270  2.1187  3.5977  0.068
H  1.3995  2.4563  4.4396  0.074
O  6.2283  -1.4098  -2.5218  -0.277
P  5.2623  -0.7896  -3.4399  0.488
N  4.3950  0.3225  -2.5180  -0.279
C  3.4524  1.2470  -3.1047  -0.109
C  5.0170  0.8952  -1.3916  -0.159
N  4.2540  -1.8926  -4.2182  -0.257
C  3.6681  -2.8814  -3.1989  -0.068
C  3.2712  -1.3725  -5.1707  -0.153
N  5.8087  0.0220  -4.7579  -0.308
C  6.7604  1.0613  -4.3618  -0.115
C  6.3725  -0.8526  -5.8149  -0.104
H  2.9298  0.8229  -3.9883  0.062
H  3.8894  2.2092  -3.3961  0.077
H  2.6995  1.3853  -2.3420  0.065
H  5.7774  0.1896  -0.9552  0.085
H  4.3456  1.2370  -0.6148  0.055
H  5.5112  1.8222  -1.6926  0.066
H  3.1046  -2.3618  -2.3341  0.088
H  3.0165  -3.5160  -3.7661  0.043
H  4.4512  -3.5069  -2.8051  0.068
H  2.8646  -2.1530  -5.8420  0.079
H  2.3315  -0.9321  -4.7047  0.083
H  3.6687  -0.6664  -5.8922  0.064
H  7.6797  0.6789  -3.8698  0.096
H  7.0115  1.7060  -5.1713  0.066
H  6.2345  1.7358  -3.5898  0.086
H  6.8486  -0.1320  -6.5193  0.091
H  5.6338  -1.5509  -6.2217  0.065
H  7.1579  -1.5557  -5.3970  0.102
O  -1.0105  -5.2677  1.0055  -0.324
P  -0.9710  -6.0292  2.3042  0.560
N  0.4510  -6.9725  2.4395  -0.261
C  0.6540  -7.9138  3.5394  -0.130
C  0.7871  -7.5911  1.1204  -0.097
N  -2.3799  -6.8850  2.2745  -0.312
C  -3.0717  -7.1117  1.0141  -0.100
C  -2.7992  -7.7748  3.3517  -0.101
N  -1.0764  -5.2981  3.8060  -0.289
C  -0.0633  -5.0009  4.8199  -0.080
C  -2.3716  -4.6632  4.0518  -0.110
H  0.0143  -7.6649  4.3831  0.064
H  1.6290  -7.8036  3.8531  0.038
H  0.4278  -8.9982  3.3995  0.101
H  0.7931  -6.8886  0.2868  0.058
H  0.0966  -8.3793  0.8601  0.075
H  1.7904  -8.0172  1.2163  0.077
H  -2.4097  -6.7579  0.2100  0.052
H  -3.3557  -8.2214  0.8376  0.117
H  -3.9665  -6.5557  0.9541  0.036
H  -3.8572  -7.8775  3.3003  0.074
H  -2.3469  -8.7814  3.2631  0.087
H  -2.5093  -7.3628  4.2974  0.060
H  -0.3274  -5.4598  5.7731  0.092
H  0.8089  -5.4620  4.4745  0.045
H  0.0087  -3.9673  4.9484  0.049
H  -2.7848  -4.9700  5.0095  0.084
H  -3.0469  -4.8735  3.2461  0.046
H  -2.2333  -3.5573  4.0729  0.094
O  0.1919  2.4085  1.5930  -0.268
P  -0.1882  1.1952  0.8741  0.567
N  0.7704  -0.0740  1.3615  -0.300
C  0.3569  -1.4378  1.3719  -0.114
C  2.1984  0.0790  1.2694  -0.129
N  0.0124  1.2603  -0.8397  -0.278
C  -0.5168  2.2646  -1.7032  -0.113
C  0.3628  0.0074  -1.4626  -0.110
N  -1.7383  0.6184  1.1933  -0.284
C  -2.0681  0.1329  2.5223  -0.097
C  -2.7659  0.4237  0.1599  -0.104
H  1.0776  -2.0490  0.7715  0.077
H  -0.6082  -1.5566  0.8903  0.069
H  0.2330  -1.9307  2.3541  0.091
H  2.6121  -0.5216  0.3945  0.088
H  2.6971  -0.3497  2.1235  0.054
H  2.5726  1.1218  1.1233  0.091
H  0.2938  2.9371  -2.2071  0.098
H  -1.0348  1.7831  -2.5009  0.058
H  -1.1705  2.9042  -1.1954  0.042
H  -0.5213  -0.6175  -1.4155  0.070
H  0.7271  0.2419  -2.4710  0.086
H  1.2270  -0.3980  -0.9479  0.052
H  -2.2723  -0.9927  2.5241  0.092
H  -1.2175  0.3342  3.1422  0.054
H  -3.0365  0.5171  2.8350  0.065
H  -2.5814  1.1469  -0.6294  0.059
H  -3.7315  0.7021  0.5374  0.050
H  -2.8497  -0.5737  -0.2813  0.074
C  4.7651  6.8240  -5.3250  -0.078
C  3.3882  6.4987  -4.7075  -0.243
N  3.0546  5.0518  -4.6844  -0.218
C  2.6472  4.6648  -6.0182  -0.269
C  2.7482  3.1737  -6.2669  -0.100
C  2.0858  4.7580  -3.7220  -0.298
C  2.6172  4.9007  -2.2698  -0.078
H  4.9823  7.8878  -5.2350  0.071
H  4.8348  6.5550  -6.3509  0.046
H  5.4534  6.2910  -4.6892  0.069
H  3.3619  6.8463  -3.6443  0.110
H  2.6005  7.1018  -5.2512  0.125
H  1.5820  5.0471  -6.1875  0.129
H  3.3485  5.0563  -6.7738  0.110
H  2.6832  2.9817  -7.3628  0.082
H  3.6984  2.7637  -6.0073  0.054
H  1.9554  2.5371  -5.7923  0.072
H  1.7079  3.7521  -3.9570  0.091
H  1.2245  5.4637  -3.8663  0.128
H  2.5529  5.8809  -1.8065  0.061
H  3.6318  4.4526  -2.1078  0.083
H  1.9870  4.2617  -1.6421  0.042
C  -1.6694  3.6485  -5.2138  -0.104
C  -2.6682  3.0544  -6.1815  -0.290
N  -3.1022  1.7520  -5.7265  -0.185
C  -3.6869  0.9345  -6.8130  -0.245
C  -4.9678  1.5135  -7.4385  -0.069
C  -3.8275  1.6853  -4.4275  -0.233
C  -4.1248  0.3064  -3.8499  -0.074
H  -1.0742  2.8464  -4.8174  0.055
H  -2.1877  4.2811  -4.4811  0.061
H  -0.9365  4.3781  -5.7344  0.091
H  -3.4428  3.8400  -6.3638  0.119
H  -2.1651  2.9110  -7.1426  0.114
H  -2.8625  0.7596  -7.5120  0.113
H  -3.7947  -0.0497  -6.3613  0.073
H  -5.4301  0.8097  -8.1148  0.060
H  -5.6904  1.7351  -6.6668  0.059
H  -4.6635  2.3369  -8.1316  0.084
H  -4.7866  2.2041  -4.5453  0.096
H  -3.1834  2.2686  -3.7455  0.084
H  -3.1741  -0.3127  -3.6323  0.087
H  -4.6351  -0.2157  -4.6341  0.047
H  -4.7281  0.4219  -2.9507  0.038
C  7.1270  3.5299  0.1134  -0.096
C  6.2870  2.7618  1.0871  -0.254
N  7.1468  1.8071  1.8559  -0.154
C  6.4408  1.3478  3.0970  -0.255
C  6.2753  2.4095  4.1781  -0.072
C  7.5635  0.6489  1.1288  -0.289
C  8.8562  -0.0721  1.5424  -0.069
H  7.9513  3.9876  0.7142  0.096
H  6.5917  4.3330  -0.3701  0.060
H  7.6017  2.8789  -0.6384  0.064
H  5.9450  3.5143  1.8012  0.083
H  5.3770  2.3255  0.6230  0.093
H  5.4783  0.9370  2.7901  0.082
H  6.9771  0.5148  3.5750  0.115
H  7.3328  2.5303  4.5873  0.105
H  5.8207  3.3752  3.8078  0.068
H  5.6226  1.9458  4.8455  0.025
H  7.7509  1.0207  0.1160  0.097
H  6.7278  -0.1101  1.0211  0.103
H  8.9501  -0.9076  0.8297  0.076
H  8.7839  -0.5901  2.4915  0.054
H  9.7718  0.4750  1.5236  0.060
C  6.5841  7.4328  3.2530  -0.091
C  5.5201  6.9492  2.3407  -0.320
N  4.5443  6.0577  2.8167  -0.181
C  3.7246  6.5447  3.8930  -0.250
C  4.0053  5.7339  5.1411  -0.073
C  3.7429  5.5367  1.7001  -0.245
C  2.9515  4.2976  2.0273  -0.080
H  7.3334  8.0965  2.7559  0.092
H  7.1608  6.6025  3.6070  0.067
H  6.2092  8.0337  4.0543  0.059
H  5.1215  7.8504  1.8240  0.126
H  5.9790  6.3960  1.5008  0.112
H  3.9419  7.6082  4.0614  0.117
H  2.6523  6.5748  3.7067  0.109
H  3.3573  5.9612  5.9573  0.058
H  3.9109  4.6980  4.9519  0.038
H  5.0291  5.8466  5.5275  0.081
H  4.3003  5.3936  0.8252  0.084
H  2.9621  6.2604  1.4859  0.114
H  3.5444  3.4420  2.2460  0.031
H  2.3755  4.0368  1.0961  0.085
H  2.1632  4.5115  2.7620  0.066

The value obtained for the gap between HOMO and LUMO is 8.66 eV. The calculation puts the HOMO energy at -8.22 eV.


# C2H4N4

A 2-piece molecular cluster, C2H4N4 overall at a distorted geometry (ωB97M-V/def2-TZVPD, the OMol25 dataset).

Each line ends with the natural charge from an NBO analysis.
Positions of all 10 atoms, in Å:
C  -1.6170  1.6049  -1.5327  0.073
C  -0.0544  -1.0413  0.4247  -0.416
N  2.6510  0.4378  1.6286  -0.105
N  -1.1544  0.7927  -2.2285  -0.294
N  1.9395  -0.0100  0.9009  0.265
N  1.1284  -0.3340  0.0876  -0.339
H  -1.8612  2.2531  -0.7646  0.222
H  0.1460  -1.9628  0.9242  0.191
H  -0.7365  -0.4397  1.0247  0.184
H  -0.4414  -1.3007  -0.4651  0.219

The value obtained for the gap between HOMO and LUMO is 10.34 eV. The calculation puts the HOMO energy at -9.47 eV.